No. 1
122
Properties=species:S:1:pos:R:3:forces:R:3 method="wB97M-V/def2-TZVPD" gap_ha="0.2586 / 0.3061" e_homo_ev="-8.931 / -10.266" s2=3.773 lumo_energy_ha="-0.0696 / -0.0712" multiplicity=4 total_charge=+1 relative_energy_kj_mol=0.0
Re 0.280549 -1.285107 -0.193374 -0.30 0.23 0.13
C 3.905416 2.201534 2.133865 0.01 -0.02 0.01
C 2.461726 2.393093 2.547646 -0.04 -0.01 0.00
C 2.271174 3.528559 3.525077 0.00 0.00 0.02
O 1.954682 1.195265 3.224842 0.03 0.05 0.05
P 1.754181 -0.176890 2.484307 -0.09 -0.06 0.00
O 1.391029 0.062082 1.043600 0.08 0.09 -0.02
C 0.385381 -0.924122 3.378925 0.04 0.02 -0.02
P -1.182685 -0.358799 2.692524 -0.03 -0.05 0.02
O -1.287056 -0.734092 1.252733 0.08 -0.04 -0.09
O -1.249218 1.197824 2.815556 0.02 0.04 0.02
C -1.625821 2.054111 3.947813 -0.01 -0.03 -0.02
C -1.000196 1.588575 5.245118 0.00 0.00 0.01
C -3.132861 2.173510 4.003233 -0.01 -0.02 0.00
O -2.332775 -0.888850 3.599227 -0.06 -0.01 -0.10
C -2.894922 -2.256412 3.705922 0.04 -0.03 0.03
C -2.657682 -3.094883 2.471048 -0.01 -0.03 -0.02
C -2.335176 -2.868478 4.969856 0.01 -0.02 0.00
O 3.053428 -1.009865 2.580555 0.03 -0.04 0.00
C 3.716203 -1.698148 3.699539 -0.03 0.02 0.00
C 2.974317 -2.969280 4.050259 0.00 -0.01 -0.01
C 3.908766 -0.762589 4.872306 0.01 0.00 0.01
H 4.251736 3.094975 1.612307 0.00 0.00 0.00
H 4.027111 1.346829 1.466712 0.00 0.01 0.02
H 4.538949 2.055018 3.009811 0.00 -0.01 0.00
H 1.830321 2.534328 1.667993 0.00 0.00 -0.01
H 2.842211 3.342856 4.435944 0.00 0.01 -0.01
H 1.220138 3.646983 3.788243 0.01 -0.01 0.00
H 2.622330 4.460900 3.082915 -0.01 0.00 0.00
H 0.440424 -0.716789 4.447893 0.02 0.01 -0.01
H 0.438187 -2.000142 3.178154 -0.02 -0.01 0.01
H -1.191996 3.011070 3.659841 0.00 0.02 0.00
H -1.399375 0.620348 5.552993 0.00 0.01 -0.01
H -1.240558 2.308724 6.027702 0.01 0.00 0.00
H 0.085569 1.533420 5.159987 0.00 0.00 -0.01
H -3.587458 1.219301 4.267172 0.00 0.01 0.00
H -3.526699 2.503521 3.042080 0.00 0.00 0.00
H -3.410849 2.909271 4.758597 0.01 0.00 -0.01
H -3.960560 -2.061269 3.820361 0.00 0.03 0.03
H -1.604057 -3.352871 2.334686 0.00 0.03 -0.01
H -3.001022 -2.596111 1.565388 -0.02 0.00 0.01
H -3.217779 -4.024269 2.588556 0.02 0.00 0.01
H -1.261824 -3.043832 4.868980 -0.01 -0.01 0.00
H -2.814305 -3.830172 5.154498 0.00 0.01 0.00
H -2.513340 -2.224204 5.830477 0.00 0.00 0.00
H 4.679011 -1.948458 3.259163 0.01 -0.01 0.00
H 2.095265 -2.765000 4.665104 0.00 0.00 -0.01
H 3.635495 -3.615122 4.628879 0.00 0.01 0.00
H 2.669114 -3.497272 3.147312 0.00 0.00 0.01
H 2.950816 -0.441890 5.287611 0.00 -0.01 0.00
H 4.480517 0.120816 4.591749 -0.01 0.01 -0.01
H 4.452274 -1.289653 5.656934 0.01 0.01 -0.01
O -0.549686 0.661880 -1.060420 0.05 -0.10 0.05
H -1.491409 0.459838 -1.394139 -0.07 0.01 -0.01
H -0.711574 1.216267 -0.285382 0.08 0.06 -0.03
S 0.858635 -3.118913 0.857304 0.26 -0.11 0.09
O -2.153833 -3.652762 -2.481664 0.01 0.02 -0.01
N -1.082774 -3.307850 -2.021814 -0.01 -0.02 0.05
O -0.040034 -3.897704 -2.119450 0.03 0.05 -0.02
O -1.114283 -2.128265 -1.377548 -0.06 0.07 -0.12
C -6.260472 -3.324206 -0.536210 0.00 0.03 0.02
C -4.945274 -3.202878 -1.297761 -0.01 0.01 0.03
C -4.697252 -1.815591 -1.899595 -0.04 0.02 -0.03
S -3.690751 -0.787755 -0.803404 -0.12 -0.01 0.02
O -2.990610 0.232393 -1.686698 -0.04 0.03 -0.01
C -4.965729 0.166488 0.082068 -0.05 -0.02 -0.03
C -5.338969 1.488079 -0.578154 0.02 -0.02 -0.01
C -6.135808 1.349997 -1.868860 0.01 -0.01 -0.01
H -6.349387 -4.304198 -0.067490 -0.01 -0.01 -0.03
H -7.115129 -3.196268 -1.202925 0.00 0.03 0.01
H -6.347903 -2.578159 0.257362 0.01 -0.03 0.02
H -4.919796 -3.925378 -2.113551 -0.04 -0.01 0.02
H -4.105465 -3.472945 -0.653250 0.01 0.01 -0.03
H -5.625281 -1.298490 -2.140051 0.01 -0.01 -0.06
H -4.079893 -1.877276 -2.794825 0.06 -0.03 0.03
H -4.546212 0.337570 1.076404 0.02 0.02 -0.01
H -5.827890 -0.494398 0.190890 0.01 0.01 0.03
H -4.423414 2.046984 -0.777524 0.00 0.01 0.02
H -5.909522 2.062303 0.155900 -0.02 -0.01 0.00
H -5.526871 0.910303 -2.658686 0.00 0.00 0.00
H -6.469922 2.326713 -2.218370 0.00 0.00 0.01
H -7.023567 0.728783 -1.726745 0.00 0.01 0.00
C 3.191890 -0.256237 -5.956116 0.00 -0.01 0.00
C 1.951805 -1.016679 -6.430393 0.01 0.01 0.01
C 1.140167 -1.681580 -5.317583 -0.01 -0.01 0.02
C 0.247975 -0.754385 -4.504486 0.07 0.09 -0.04
N 0.959060 0.333023 -3.820732 0.00 0.02 0.01
C 1.758078 0.218720 -2.750751 0.01 0.00 -0.02
Se 2.149026 -1.388400 -1.817090 0.08 -0.19 -0.21
N 2.231929 1.435091 -2.433877 0.02 0.05 0.08
C 3.128576 1.761796 -1.326372 -0.03 -0.03 -0.02
C 4.507001 2.199962 -1.809672 0.01 -0.01 0.00
C 5.286536 1.110050 -2.541118 0.02 0.00 0.01
C 5.741474 -0.021797 -1.626266 0.02 0.00 0.03
C 1.691226 2.372806 -3.303229 -0.01 0.00 0.04
C 1.822703 3.755433 -3.371467 0.01 0.00 0.00
C 1.123650 4.398002 -4.374165 0.01 0.01 0.00
C 0.322330 3.688015 -5.278789 0.00 0.00 -0.01
C 0.184828 2.316092 -5.202188 -0.01 0.00 0.01
C 0.881016 1.670785 -4.186346 0.02 -0.02 -0.03
H 3.853842 -0.035541 -6.794049 -0.02 0.00 0.00
H 3.758674 -0.856682 -5.239055 0.00 0.00 -0.01
H 2.950634 0.697141 -5.483040 0.00 -0.01 0.01
H 2.276304 -1.802938 -7.114641 -0.01 0.00 0.01
H 1.306437 -0.356543 -7.020269 0.01 0.00 0.01
H 1.805595 -2.227777 -4.646283 0.01 0.00 0.03
H 0.468123 -2.428928 -5.746761 0.01 0.01 -0.02
H -0.309510 -1.297439 -3.750598 -0.07 -0.17 0.16
H -0.479827 -0.267195 -5.152128 -0.01 -0.02 0.01
H 3.181939 0.876385 -0.694330 -0.03 0.02 -0.03
H 2.645560 2.554423 -0.749603 0.01 0.01 0.00
H 5.075089 2.522441 -0.931450 -0.02 0.01 0.00
H 4.403340 3.078969 -2.449233 0.01 0.00 -0.02
H 6.160681 1.570342 -3.005949 -0.01 0.00 -0.01
H 4.683531 0.715346 -3.365649 0.00 -0.01 0.02
H 6.359076 0.366777 -0.812499 0.01 0.01 -0.01
H 6.338974 -0.750975 -2.173632 -0.01 0.00 0.00
H 4.899360 -0.558243 -1.186341 0.01 0.01 -0.01
H 2.440436 4.306611 -2.676286 0.00 0.00 0.00
H 1.197426 5.472995 -4.466899 0.00 -0.01 0.00
H -0.203232 4.229246 -6.053661 0.00 0.00 0.00
H -0.439776 1.777955 -5.901071 0.00 0.01 0.00



No. 2
133
Properties=species:S:1:pos:R:3:forces:R:3 method="wB97M-V/def2-TZVPD" gap_ha=0.3694 e_homo_ev=-9.405 lumo_energy_ha=0.0238 smiles="COC(=O)OC.COC(=O)OC.COC(=O)OC.COC(=O)OC.COC(=O)OC.COC(=O)OC.COC(=O)OC.COC(=O)OC.COC(=O)OC.COC(=O)OC.C1CCOC1" relative_energy_kj_mol=119.0
C -5.080019 4.111047 0.627379 -0.05 -0.28 -0.49
O -4.068943 3.896698 -0.382704 -1.04 0.52 -0.34
C -2.894713 4.132770 0.127081 2.06 -1.58 0.33
O -2.670452 4.371867 1.296060 0.18 0.54 -0.81
O -1.960603 3.836608 -0.814845 0.24 0.64 1.35
C -0.573926 3.817920 -0.316296 -0.82 -0.17 -1.04
H -6.033116 3.982748 0.124996 -0.02 -0.38 0.13
H -5.010333 5.141580 0.940217 0.00 0.15 0.50
H -4.846468 3.388932 1.415863 -0.69 0.38 0.03
H -0.366377 4.497057 0.497229 -0.31 0.13 0.08
H -0.030082 4.074766 -1.204256 0.53 0.30 -0.24
H -0.298311 2.803479 -0.060373 -0.21 -0.24 0.31
C 1.869366 -1.097020 0.014760 1.77 -0.32 1.49
O 0.734302 -0.604169 -0.636663 -1.06 0.00 -0.27
C -0.245738 -0.136932 0.121634 1.23 1.35 1.42
O -0.126213 0.085636 1.331497 -0.92 -0.74 -2.20
O -1.252740 0.221174 -0.697855 1.04 -0.37 0.69
C -2.427621 0.448501 0.030169 -1.49 0.56 0.84
H 2.548930 -1.336715 -0.803124 0.21 -0.04 0.28
H 1.673321 -1.984534 0.638921 -0.37 0.03 -0.56
H 2.340268 -0.390227 0.744133 -0.58 -0.16 -1.09
H -2.287398 1.124043 0.896447 0.09 -0.51 -0.50
H -2.797573 -0.520014 0.339845 -0.21 -0.08 0.48
H -3.201714 0.871372 -0.603446 0.34 0.08 -0.40
C -0.486328 -3.238022 3.476265 -1.57 0.13 -0.93
O -0.324705 -2.019414 4.181931 -1.36 0.33 1.21
C 0.820948 -1.380862 4.259584 -0.47 1.43 0.02
O 1.053880 -0.397508 4.930973 -0.77 -0.58 0.22
O 1.656696 -1.870932 3.406855 2.76 -0.11 -1.40
C 2.933448 -1.148776 3.342976 -0.53 0.37 0.69
H 0.163721 -3.987755 3.846724 0.71 -0.72 0.25
H -0.453240 -3.138959 2.394519 0.78 0.32 -0.13
H -1.536823 -3.556339 3.590571 0.45 0.23 0.66
H 3.479766 -1.675045 2.607253 0.79 -0.78 -0.51
H 3.406729 -1.154157 4.336577 -0.12 -0.14 -0.48
H 2.869706 -0.108736 2.982889 -0.64 -0.44 0.31
C 6.702966 -3.154056 -0.467917 0.06 -0.03 -0.93
O 6.158407 -4.038425 0.531557 -0.81 0.25 -0.13
C 4.846040 -4.326379 0.365974 1.35 0.10 0.18
O 4.239129 -4.298564 -0.657769 -0.46 0.35 -1.23
O 4.349308 -4.688456 1.521984 0.93 0.22 1.21
C 2.979346 -4.897381 1.615716 -2.23 -0.97 0.92
H 6.411816 -3.484410 -1.497907 0.53 -0.04 0.88
H 7.801180 -3.166334 -0.300159 -0.86 0.04 -0.26
H 6.292695 -2.135434 -0.381055 0.27 -0.41 0.35
H 2.504953 -4.228832 2.401100 0.77 -0.63 -1.00
H 2.799945 -5.958014 1.909824 0.22 0.72 0.05
H 2.473599 -4.795447 0.657658 0.08 0.40 0.01
C 1.418332 -0.430465 -3.855212 -1.52 -1.90 -0.34
O 1.955791 -1.670169 -4.392198 0.05 -0.03 0.24
C 3.094441 -2.128172 -3.868067 0.00 0.75 -0.40
O 3.796251 -1.510401 -3.087352 -0.48 -0.55 -0.21
O 3.358293 -3.315161 -4.414331 0.85 0.13 0.45
C 4.650533 -3.878124 -3.913630 -2.39 1.60 0.32
H 1.964157 0.402094 -4.189417 0.89 1.05 -0.28
H 1.307885 -0.505366 -2.787247 0.31 0.19 0.36
H 0.392563 -0.418160 -4.260742 0.74 0.15 0.08
H 5.340432 -3.037961 -3.918593 0.35 -0.56 0.33
H 4.846646 -4.674105 -4.545252 0.73 -1.17 -1.62
H 4.360212 -4.318156 -2.979513 0.66 0.28 0.91
C -5.072207 3.485164 5.938798 -0.10 1.00 1.70
O -4.131840 3.105215 4.988010 2.15 -0.42 -0.53
C -4.511861 2.361331 3.943748 -1.48 0.68 0.73
O -5.659441 2.039446 3.843056 -0.96 -0.92 -0.91
O -3.598801 2.106789 3.041620 1.46 0.45 1.01
C -2.212631 2.487196 3.454327 -0.27 -1.95 -1.13
H -4.795818 3.159597 6.969005 -0.02 -0.29 -0.90
H -6.067987 3.170766 5.695579 -0.37 -0.20 -0.16
H -5.007386 4.572352 5.991598 -0.31 0.08 -0.11
H -1.958792 1.938227 4.389761 -0.04 0.33 -0.87
H -2.140127 3.543142 3.580686 0.01 0.61 -0.02
H -1.658448 2.129358 2.547697 -0.02 0.45 1.28
C 0.814614 -3.860191 -2.068148 1.05 -0.75 1.15
O -0.540340 -3.621625 -2.291894 -2.67 0.26 1.75
C -1.341731 -3.581388 -1.152468 2.35 -0.07 1.40
O -0.942650 -3.616004 0.012718 0.11 0.00 -1.72
O -2.578817 -3.498077 -1.478257 -2.47 -0.38 -1.15
C -3.622001 -3.499207 -0.439658 -0.76 -1.50 -0.96
H 1.346308 -2.947179 -1.750165 -0.19 -0.52 -0.04
H 1.170014 -4.214322 -3.008061 0.53 0.03 -0.76
H 0.980925 -4.707412 -1.349959 -0.18 0.98 -0.32
H -4.640650 -3.367733 -0.899720 1.43 -0.31 -0.19
H -3.470432 -2.614126 0.085629 0.28 1.14 1.51
H -3.651534 -4.442309 0.179178 0.57 1.11 -0.67
C 6.302387 0.599786 -2.837416 -1.05 -0.23 0.09
O 6.105952 1.671317 -1.861716 0.55 -0.21 0.13
C 6.262111 1.247411 -0.595615 -0.32 0.26 -0.37
O 6.471926 0.112866 -0.257732 0.12 -0.28 -0.17
O 6.127587 2.261480 0.264647 0.09 0.17 -0.83
C 6.310593 1.831813 1.602685 -0.45 0.40 1.04
H 7.082153 -0.067765 -2.500395 0.48 0.14 -0.11
H 6.473920 1.008304 -3.851269 0.00 0.13 0.90
H 5.387987 -0.006238 -2.824822 0.19 0.21 -0.26
H 7.173784 1.201491 1.638476 0.68 -0.14 0.34
H 5.464406 1.225467 1.919036 -0.17 0.09 0.01
H 6.392795 2.721389 2.259806 0.03 -0.49 -0.65
C 3.471495 3.275079 -0.806973 -1.92 -1.19 0.34
O 2.488551 3.569600 0.264416 1.20 -0.61 -1.11
C 2.276990 2.653783 1.228748 2.17 -1.00 -1.83
O 2.865390 1.587929 1.393790 -0.47 1.61 -0.30
O 1.335008 3.142036 1.946635 -1.19 -0.26 1.93
C 1.227595 2.519709 3.231995 -0.91 1.16 2.23
H 3.027214 3.605424 -1.734199 -0.23 0.30 -0.09
H 3.639321 2.201924 -0.899825 -0.13 0.05 0.27
H 4.395307 3.745425 -0.648996 1.02 0.80 0.56
H 2.199848 2.317330 3.698737 0.01 0.66 -0.27
H 0.764523 1.545057 3.304283 -0.56 -0.10 -0.85
H 0.619020 3.279077 3.844811 1.05 -1.27 -0.79
C -7.546784 -0.448873 1.394948 -2.46 0.74 -1.32
O -6.647705 -1.180704 0.551608 0.91 -0.57 0.47
C -6.033886 -0.494052 -0.397435 -0.59 1.75 0.47
O -5.135638 -0.850774 -1.101201 0.20 -1.21 0.00
O -6.540893 0.756881 -0.474466 0.91 -0.29 -0.56
C -5.999444 1.438674 -1.633052 -2.30 1.11 -0.47
H -7.109240 0.414503 1.927604 0.10 -0.42 -0.58
H -7.942693 -1.141319 2.149975 0.18 0.03 -0.53
H -8.394739 -0.101026 0.635503 1.45 -0.49 2.22
H -6.619832 2.380137 -1.636785 1.00 -0.71 -0.09
H -6.340955 0.863371 -2.520006 0.83 0.40 0.39
H -4.931591 1.650414 -1.597342 -0.28 -0.24 -0.01
C -1.931504 0.046107 -3.999370 -0.97 -0.66 0.25
C -1.505231 1.469048 -3.598325 0.62 -0.30 -0.89
C -2.685620 2.223489 -4.117460 -0.57 2.75 -0.25
O -3.854439 1.473314 -3.865662 0.34 0.95 0.10
C -3.526411 0.137866 -4.088281 0.61 -1.10 -0.60
H -1.679803 -0.764157 -3.291974 0.17 0.50 -0.27
H -1.506907 -0.198306 -4.977050 -0.19 -0.09 0.07
H -0.573983 1.837498 -4.102728 -0.69 -0.51 0.33
H -1.370561 1.627295 -2.544889 -0.11 -0.17 0.49
H -2.559219 2.461234 -5.210352 -0.24 -0.37 0.66
H -2.825272 3.200504 -3.588880 0.12 -0.65 -0.48
H -3.918386 -0.160204 -5.110256 0.49 -0.04 1.07
H -4.015997 -0.423885 -3.277579 0.18 -0.20 -0.54